Record 1
A cluster of 7 separate species, C27H41NO21 in total, computed with ωB97M-V/def2-TZVPD.

Calculated values
HOMO	-9.93	eV
SMILES	C[C@@H]1COC(=O)O1.C[C@@H]1COC(=O)O1.C[C@@H]1COC(=O)O1.C[C@@H]1COC(=O)O1.C[C@@H]1COC(=O)O1.C[C@@H]1COC(=O)O1.[H]/N=C\COC(=O)O
net charge	0

Cartesian coordinates (Å):
N (0.86273, -5.93802, 1.96449)
C (0.90635, -4.67057, 2.30434)
C (0.55849, -3.48036, 1.29689)
O (-0.69415, -2.78822, 1.55423)
C (-1.65152, -3.61986, 2.16992)
O (-1.83956, -3.69872, 3.41520)
O (-2.53881, -4.41033, 1.36044)
H (0.56835, -5.97683, 0.97130)
H (1.23512, -4.38234, 3.36804)
H (0.66272, -3.82638, 0.20145)
H (1.39434, -2.69185, 1.43460)
H (-2.53394, -5.31965, 1.73260)
C (-3.41757, -0.53467, 2.16419)
C (-3.09044, 0.58209, 1.19647)
C (-4.26821, 1.03743, 0.38666)
O (-3.64999, 1.50931, -0.81127)
C (-2.47975, 0.82871, -0.94353)
O (-1.79669, 0.83633, -1.93277)
O (-2.18184, 0.13543, 0.19062)
H (-3.70191, -1.44690, 1.63243)
H (-2.53650, -0.78364, 2.76212)
H (-4.22609, -0.25043, 2.84068)
H (-2.62490, 1.41718, 1.72853)
H (-4.82292, 1.84072, 0.87513)
H (-4.96454, 0.22827, 0.12614)
C (-0.28636, 4.08905, -4.78068)
C (-0.06580, 4.36158, -3.30815)
C (-1.32138, 4.29139, -2.49146)
O (-1.04131, 5.18794, -1.41783)
C (-0.13625, 6.09389, -1.88942)
O (0.17888, 7.09997, -1.31995)
O (0.36067, 5.70492, -3.09801)
H (-0.90540, 4.86646, -5.23625)
H (0.66896, 4.09916, -5.31255)
H (-0.76039, 3.11769, -4.93788)
H (0.70617, 3.69266, -2.91182)
H (-1.51488, 3.28692, -2.11222)
H (-2.20918, 4.65080, -3.02093)
C (4.12517, -2.66471, -3.93499)
C (3.23705, -2.96194, -2.74549)
C (3.98925, -3.43261, -1.53413)
O (3.02389, -4.25043, -0.87194)
C (2.17519, -4.71172, -1.83487)
O (1.35972, -5.57506, -1.66642)
O (2.37777, -4.06422, -3.01725)
H (4.61032, -3.57322, -4.30053)
H (3.52605, -2.27544, -4.76322)
H (4.89046, -1.92854, -3.68523)
H (2.61269, -2.09111, -2.51460)
H (4.29926, -2.60887, -0.89098)
H (4.85617, -4.04564, -1.76939)
C (9.26144, -0.10452, -4.24663)
C (8.36804, -0.40351, -3.06154)
C (9.11605, -0.87862, -1.85025)
O (8.15050, -1.69520, -1.19506)
C (7.30418, -2.15269, -2.15733)
O (6.48798, -3.01590, -1.99069)
O (7.50682, -1.50426, -3.33866)
H (9.74617, -1.01322, -4.61306)
H (8.66744, 0.28846, -5.07600)
H (10.02801, 0.63028, -3.99077)
H (7.74474, 0.46716, -2.82952)
H (9.42587, -0.05669, -1.20383)
H (9.98845, -1.49515, -2.08790)
C (-7.95908, -2.11618, 4.62500)
C (-7.62909, -0.99640, 3.66114)
C (-8.80398, -0.53912, 2.84664)
O (-8.18467, -0.06600, 1.65494)
C (-7.01194, -0.74515, 1.52529)
O (-6.32692, -0.73696, 0.54109)
O (-6.71839, -1.43958, 2.65979)
H (-8.24010, -3.02657, 4.08904)
H (-7.08079, -2.36636, 5.22591)
H (-8.77113, -1.83388, 5.29888)
H (-7.16597, -0.16073, 4.19762)
H (-9.36135, 0.26192, 3.33370)
H (-9.49457, -1.34603, 2.58242)
C (0.56720, 4.95160, 1.61249)
C (-0.30852, 4.67249, 2.81415)
C (0.45501, 4.21904, 4.02463)
O (-0.50186, 3.41017, 4.70473)
C (-1.35800, 2.93697, 3.75642)
O (-2.16996, 2.07597, 3.93613)
O (-1.16897, 3.56821, 2.56524)
H (1.04836, 4.03706, 1.25457)
H (-0.03960, 5.32800, 0.78603)
H (1.33666, 5.69190, 1.84301)
H (-0.93041, 5.54585, 3.03951)
H (0.77120, 5.05209, 4.65364)
H (1.32566, 3.59998, 3.78656)

Atom charges from the Löwdin analysis, given in e for atoms 1 to 2: 0.10, -0.19

***

Record 2
A structure of composition C27H42BrN4O3SW, computed with ωB97M-V/def2-TZVPD.

Calculated values
HOMO (alpha / beta)	-10.07 / -10.63	eV
relative energy (zero: lowest compared OMol25 entry of this formula, charge and spin)	0.0	kJ/mol
net charge	+1
spin multiplicity	3

Cartesian coordinates (Å):
W (-1.77287, 0.75035, -0.23716)
N (-1.85662, -1.56042, 0.00039)
C (-3.19599, -2.13203, 0.17906)
C (-3.82635, -1.35974, 1.30645)
N (-3.84511, 0.10389, 1.01760)
C (-5.07536, 0.46000, 0.25147)
C (-4.80678, 0.59024, -1.22544)
N (-3.65201, 1.48753, -1.33405)
C (-3.84944, 0.84421, 2.30756)
C (-3.27066, 2.22302, 2.13773)
N (-1.89963, 2.06175, 1.61474)
H (-1.44895, -1.83006, -0.89394)
H (-1.22898, -1.87091, 0.73945)
H (-3.16793, -3.19485, 0.42791)
H (-3.74226, -2.03425, -0.75795)
H (-3.21810, -1.50935, 2.19742)
H (-4.83601, -1.71212, 1.53200)
H (-5.43398, 1.42302, 0.62128)
H (-5.86332, -0.26828, 0.45364)
H (-5.68670, 0.98560, -1.73650)
H (-4.54239, -0.35446, -1.69747)
H (-3.88773, 2.43056, -1.02439)
H (-3.37541, 1.60908, -2.30852)
H (-3.22032, 0.29341, 3.00356)
H (-4.85718, 0.87723, 2.73128)
H (-3.28021, 2.75894, 3.08820)
H (-3.83443, 2.82367, 1.42086)
H (-1.28446, 1.66998, 2.32963)
H (-1.51170, 2.96995, 1.36227)
C (4.69723, -3.72776, 1.96541)
C (4.20493, -2.63226, 2.91898)
C (3.76940, -3.28351, 4.23049)
C (5.35615, -1.66038, 3.20902)
C (3.06035, -1.86279, 2.25882)
C (1.81252, -1.72400, 2.83390)
C (0.83472, -0.99377, 2.17299)
Br (-0.80968, -0.83320, 3.14332)
C (1.02004, -0.39100, 0.93776)
O (0.02082, 0.32621, 0.38068)
C (2.29736, -0.49902, 0.34235)
C (3.25825, -1.23044, 1.03160)
C (2.66584, 0.17301, -0.98901)
C (2.35892, 1.67374, -0.91842)
C (4.15748, 0.03830, -1.31517)
C (1.89578, -0.49519, -2.13074)
H (5.50502, -4.29470, 2.43149)
H (5.08241, -3.31071, 1.03406)
H (3.89345, -4.42356, 1.71702)
H (4.60458, -3.84123, 4.65538)
H (2.94565, -3.98484, 4.08199)
H (3.46136, -2.54108, 4.96945)
H (6.17738, -2.18523, 3.70031)
H (5.02978, -0.84991, 3.86324)
H (5.74634, -1.21723, 2.29148)
H (1.57833, -2.16085, 3.79219)
H (4.23744, -1.31261, 0.58632)
H (2.95012, 2.14473, -0.12966)
H (1.30899, 1.87868, -0.72442)
H (2.62741, 2.14670, -1.86582)
H (4.79232, 0.50033, -0.55679)
H (4.34707, 0.55262, -2.25801)
H (4.46728, -1.00024, -1.44466)
H (0.82214, -0.45106, -1.98235)
H (2.19112, -1.54321, -2.22423)
H (2.12667, 0.00241, -3.07582)
O (-2.17593, -0.41023, -4.10681)
C (-1.68188, 0.35009, -3.31054)
O (-1.50267, -0.04152, -2.04595)
C (-1.21394, 1.71816, -3.71238)
C (-1.05647, 1.88568, -5.09427)
C (-0.60355, 3.06965, -5.63296)
C (-0.31683, 4.13301, -4.78442)
C (-0.48728, 3.99798, -3.42210)
C (-0.92866, 2.79418, -2.86022)
S (-1.06063, 2.86533, -1.08698)
H (-1.29555, 1.04441, -5.72954)
H (-0.47264, 3.16641, -6.70167)
H (0.04052, 5.07249, -5.18508)
H (-0.26855, 4.83140, -2.76732)

Atom charges from the Löwdin analysis, given in e for atoms 1 to 2: 1.49, -0.06

***

Record 3
A structure of composition C27H42N3NaO7P2, computed with ωB97M-V/def2-TZVPD.

Calculated values
HOMO	-6.70	eV
relative energy (zero: lowest compared OMol25 entry of this formula, charge and spin)	0.0	kJ/mol
net charge	0

Cartesian coordinates (Å):
Na (-0.35407, 0.35703, -1.49046)
C (-3.39916, 4.03322, -0.58627)
C (-2.14042, 3.25071, -0.83576)
N (-2.11973, 1.99749, -1.11735)
N (-3.29165, 1.32600, -1.14012)
C (-3.19264, 0.15815, -1.78784)
O (-2.21418, -0.26207, -2.44320)
C (-4.40248, -0.72293, -1.66126)
C (-5.54448, -0.31862, -0.97293)
C (-6.62172, -1.18132, -0.83549)
C (-6.56864, -2.45704, -1.38379)
C (-5.43508, -2.86297, -2.07424)
C (-4.35900, -1.99885, -2.21334)
C (-0.83446, 3.93476, -0.78286)
C (-0.73842, 5.28696, -0.43797)
C (0.50125, 5.90190, -0.42187)
C (1.62472, 5.16546, -0.75319)
C (1.44093, 3.82809, -1.07961)
N (0.26354, 3.22504, -1.09296)
H (-4.24770, 3.36151, -0.66973)
H (-3.50513, 4.84021, -1.31538)
H (-3.39521, 4.48166, 0.41076)
H (-5.56880, 0.67537, -0.54875)
H (-7.50746, -0.86048, -0.30114)
H (-7.40992, -3.13059, -1.27601)
H (-5.39411, -3.85527, -2.50660)
H (-3.46490, -2.28903, -2.74987)
H (-1.62638, 5.85022, -0.18949)
H (0.58746, 6.94909, -0.15924)
H (2.61202, 5.60769, -0.76431)
H (2.28491, 3.19939, -1.34708)
C (4.91812, 1.70702, -1.80794)
C (4.91662, 0.58879, -0.78417)
C (6.23946, 0.43381, -0.06466)
O (3.91763, 0.87497, 0.23476)
P (2.41910, 0.38045, 0.01267)
O (1.88499, 0.56119, -1.34475)
C (2.43248, -1.35363, 0.54755)
P (0.78476, -2.08271, 0.41823)
O (0.08371, -1.67900, -0.80695)
O (0.98717, -3.65687, 0.53326)
C (1.06319, -4.45353, -0.68785)
C (1.97528, -5.62162, -0.38074)
C (-0.33257, -4.88652, -1.09328)
O (0.16359, -1.66716, 1.80185)
C (-1.24688, -1.75193, 2.19135)
C (-1.62352, -3.19630, 2.46555)
C (-2.17085, -1.07752, 1.19471)
O (1.60691, 1.16259, 1.10229)
C (2.10114, 1.49682, 2.42906)
C (0.97347, 1.22465, 3.40245)
C (2.53810, 2.94766, 2.41813)
H (5.65518, 1.50346, -2.58533)
H (5.17076, 2.65257, -1.32527)
H (3.93555, 1.78247, -2.27146)
H (4.64883, -0.35067, -1.27917)
H (6.49025, 1.35955, 0.45477)
H (7.02795, 0.21182, -0.78382)
H (6.19307, -0.37477, 0.66499)
H (2.82029, -1.44790, 1.56213)
H (3.09253, -1.91282, -0.12143)
H (1.49187, -3.82858, -1.47613)
H (1.54543, -6.22802, 0.41735)
H (2.96058, -5.27876, -0.06448)
H (2.09005, -6.24226, -1.26943)
H (-0.78241, -5.48403, -0.29824)
H (-0.28249, -5.49009, -2.00011)
H (-0.95588, -4.01525, -1.29096)
H (-1.25683, -1.18708, 3.12462)
H (-1.60240, -3.77712, 1.54298)
H (-2.63292, -3.23215, 2.87483)
H (-0.93714, -3.65135, 3.17941)
H (-2.19449, -1.59933, 0.23884)
H (-1.87945, -0.03946, 1.01958)
H (-3.18022, -1.06817, 1.60717)
H (2.95542, 0.85249, 2.65681)
H (0.10797, 1.83656, 3.14298)
H (1.29080, 1.47220, 4.41544)
H (0.68630, 0.17504, 3.36407)
H (1.69955, 3.58461, 2.13226)
H (3.34695, 3.09517, 1.70324)
H (2.88387, 3.23994, 3.41023)

Atom charges from the Löwdin analysis, given in e for atoms 1 to 2: 0.34, -0.04

***

M? In order: 715.61 766.47 605.59 g/mol.